1.
Entry from OMol25: a molecular structure, CH4F4N3P3 (the ωB97M-V functional and the def2-TZVPD basis).

Computed properties:
HOMO level (spin up / spin down) in eV: -6.79 / -9.71
Multiplicity: 3
⟨S²⟩: 2.015
Charge: 0
Frontier orbital gap (spin up / spin down) in eV: 7.0448 / 5.7804

Geometry (Å):
C -1.125 0.142 -2.020
N -1.619 -0.801 -1.386
N -0.923 -0.348 1.534
N 1.227 1.099 1.101
F 2.161 1.080 -1.190
F 2.952 -0.468 0.396
F -2.265 -2.310 0.510
F 0.038 -2.248 0.122
P -0.476 1.396 1.211
P 1.525 0.066 -0.145
P -1.189 -1.232 0.223
H -1.456 0.262 -3.107
H -0.208 0.562 -1.701
H 1.631 0.948 2.011
H -0.274 1.852 2.441

Atoms 1-2, force components in eV/Å:
-0.1349 4.2195 -5.6807
-0.6719 -4.5729 6.4768

Mulliken atomic charge list, values in e, 8 entries: -0.42, -0.08, -0.40, -0.33, -0.28, -0.29, -0.21, -0.24

***

2.
Entry from OMol25: 2 unconnected molecules or ions with the total composition CH3NO2 (the ωB97M-V functional and the def2-TZVPD basis).

Computed properties:
HOMO level (spin up / spin down) in eV: -4.82 / -10.89
Multiplicity: 3
⟨S²⟩: 2.009
Charge: 0
Frontier orbital gap (spin up / spin down) in eV: 5.8369 / 8.4770

Geometry (Å):
C 0.539 -1.668 1.617
N 1.141 -0.711 1.350
O -0.258 1.562 -1.543
O -0.017 0.769 -0.423
H 0.048 -2.571 1.843
H 0.696 1.313 -0.058
H -0.793 2.330 -1.378

Atoms 1-2, force components in eV/Å:
1.6027 2.0945 -0.5998
-0.9789 -1.8236 0.7843

Atomic charges from the Mulliken analysis, expressed in e, are listed below: 0.08, -0.36, -0.31, -0.41, 0.29, 0.38, 0.34

***

3.
Entry from OMol25: 4 unconnected molecules or ions with the total composition C5H16NO5 (the ωB97M-V functional and the def2-TZVPD basis).

Computed properties:
HOMO level in eV: -4.74
Charge: -1
Frontier orbital gap in eV: 8.2356

Geometry (Å):
C 1.134 0.825 -0.615
N -0.292 0.266 -0.539
C -0.330 -1.148 -0.958
C -0.939 -1.197 -2.396
C -0.811 0.458 0.770
C 0.098 1.645 1.278
O 1.339 1.575 0.827
O 2.029 -0.179 -0.653
H 1.215 1.687 -1.236
H -0.907 -1.870 -0.418
H 0.717 -1.588 -1.042
H -1.836 -1.707 -2.342
H -0.370 -1.817 -3.135
H -0.883 -0.079 -2.650
H -1.971 0.516 0.723
H -0.778 -0.634 1.348
H 0.179 1.546 2.405
H -0.360 2.640 0.977
H 2.789 -2.390 1.057
H 2.448 -0.849 0.713
O 3.104 -1.522 1.287
H 0.792 -1.237 2.285
H -0.398 -2.136 2.121
O 0.064 -1.669 2.792
H -1.340 3.312 -0.602
H -2.460 2.310 -0.995
O -2.232 3.242 -1.002

Atoms 1-2, force components in eV/Å:
2.1430 -3.8335 2.7825
0.7599 -0.5840 -0.6514

Mulliken atomic charge list, values in e, 8 entries: -0.10, 0.26, -0.28, -1.17, -0.31, -0.46, -0.42, -0.84

***

4.
Entry from OMol25: CH4OS3 in the gas phase (the ωB97M-V functional and the def2-TZVPD basis).

Computed properties:
SMILES string: CS[S@H](=O)=S
HOMO level in eV: -9.86
Charge: 0
Frontier orbital gap in eV: 9.6083

Geometry (Å):
C 1.495 0.299 -0.061
S 0.011 1.369 -0.255
S -1.425 -0.191 -0.006
O -0.962 -1.416 -0.631
S -3.202 0.412 -0.231
H 2.385 0.669 -0.589
H 1.284 -0.663 -0.576
H 1.448 0.135 0.966
H -1.034 -0.613 1.383

Atoms 1-2, force components in eV/Å:
-1.2949 -0.7540 -2.2742
-0.3496 -0.3608 -0.6123

Mulliken atomic charge list, values in e, 8 entries: -0.83, -0.03, 0.49, -0.54, -0.23, 0.34, 0.32, 0.31

***

For each record above, in turn, the calculated DFT total energy values are -44307.766 -6660.806 -17170.392 -35652.905 eV.
For each record above, in turn, the calculated relative energy (zero: lowest compared OMol25 entry of this formula, charge and spin) values are 0.0 118.6 81.8 36.8 kcal per mole.